C35H71CuO34 | wB97M-V/def2-TZVPD

Last column: Mulliken charge in e.
Atoms and positions in Å:
Cu -2.84 3.21 -4.76  0.52
C 0.92 -1.43 0.19  -0.86
C -0.50 -0.81 -0.05  -0.27
O -0.62 0.15 -1.06  -0.64
H 1.20 -2.09 -0.64  0.24
H 0.94 -2.16 1.01  0.31
H 1.69 -0.66 0.27  0.25
H -0.75 -0.37 0.92  0.19
H -1.36 -1.48 -0.09  0.28
C 4.20 6.45 -4.64  -0.62
O 5.28 7.27 -4.23  -0.28
C 5.71 8.22 -5.01  0.81
O 5.16 8.66 -6.04  -0.60
O 6.76 8.74 -4.39  -0.29
C 7.69 9.60 -5.01  -0.63
H 4.42 6.06 -5.63  0.30
H 3.31 7.07 -4.76  0.30
H 4.07 5.70 -3.85  0.21
H 8.47 8.91 -5.36  0.27
H 8.06 10.33 -4.30  0.20
H 7.25 10.05 -5.90  0.34
C 5.37 10.63 1.90  -0.63
O 4.12 10.01 1.71  -0.30
C 3.93 8.69 1.92  0.80
O 4.76 7.90 2.44  -0.59
O 2.72 8.38 1.51  -0.29
C 2.31 7.08 1.39  -0.67
H 6.07 10.35 1.11  0.29
H 5.83 10.44 2.86  0.29
H 5.22 11.70 1.73  0.24
H 1.80 6.75 2.30  0.27
H 3.17 6.44 1.22  0.32
H 1.61 6.82 0.60  0.26
C -4.79 -1.67 -9.73  -0.67
O -3.72 -2.47 -9.30  -0.29
C -2.77 -1.87 -8.54  0.78
O -2.85 -0.76 -8.00  -0.57
O -1.78 -2.78 -8.41  -0.28
C -0.66 -2.35 -7.63  -0.67
H -4.57 -1.09 -10.63  0.28
H -5.23 -1.08 -8.93  0.31
H -5.56 -2.42 -9.91  0.26
H -0.25 -1.52 -8.21  0.29
H 0.15 -3.09 -7.56  0.25
H -0.86 -1.90 -6.66  0.30
C 0.03 -8.30 -5.35  -0.60
O 0.00 -7.74 -4.03  -0.30
C -1.14 -7.68 -3.42  0.80
O -2.20 -8.08 -3.83  -0.57
O -0.88 -7.36 -2.14  -0.29
C -1.82 -7.49 -1.11  -0.66
H -0.83 -7.91 -5.89  0.30
H -0.13 -9.37 -5.17  0.29
H 1.01 -8.06 -5.77  0.19
H -2.53 -6.66 -1.13  0.29
H -1.28 -7.50 -0.16  0.24
H -2.47 -8.36 -1.11  0.31
C 11.38 -2.82 0.97  -0.69
O 10.38 -2.25 0.14  -0.30
C 9.82 -1.08 0.42  0.77
O 9.83 -0.56 1.53  -0.56
O 9.16 -0.60 -0.67  -0.30
C 8.69 0.76 -0.67  -0.67
H 11.17 -2.66 2.03  0.31
H 12.28 -2.22 0.81  0.30
H 11.77 -3.82 0.78  0.26
H 8.56 0.96 -1.74  0.26
H 9.46 1.46 -0.36  0.31
H 7.71 1.01 -0.25  0.29
C 7.14 -12.06 1.22  -0.60
O 7.09 -10.79 0.69  -0.29
C 6.53 -9.73 1.30  0.76
O 5.93 -9.81 2.37  -0.57
O 6.61 -8.64 0.47  -0.28
C 5.94 -7.49 0.76  -0.62
H 7.65 -12.09 2.19  0.29
H 7.63 -12.71 0.49  0.20
H 6.11 -12.30 1.49  0.30
H 6.30 -6.75 0.04  0.22
H 6.03 -7.21 1.81  0.30
H 4.88 -7.61 0.56  0.29
C 3.34 -2.63 7.38  -0.67
O 2.78 -2.42 8.63  -0.29
C 1.59 -2.90 8.95  0.82
O 0.88 -3.72 8.31  -0.60
O 1.31 -2.41 10.16  -0.30
C 0.16 -2.80 10.86  -0.63
H 3.09 -3.65 7.06  0.32
H 4.42 -2.57 7.46  0.25
H 2.98 -2.04 6.53  0.28
H -0.06 -2.01 11.57  0.21
H 0.34 -3.74 11.38  0.28
H -0.64 -2.98 10.15  0.32
C -4.19 3.23 8.55  -0.59
O -2.86 2.66 8.37  -0.27
C -2.02 3.24 7.42  0.69
O -2.19 4.29 6.76  -0.56
O -0.88 2.49 7.45  -0.24
C 0.12 2.76 6.47  -0.63
H -3.95 4.25 8.86  0.29
H -4.84 2.76 9.29  0.23
H -4.68 3.33 7.58  0.28
H -0.18 2.56 5.44  0.30
H 0.87 2.02 6.74  0.21
H 0.48 3.79 6.49  0.29
C -6.25 8.98 -2.26  -0.68
O -6.70 8.04 -1.37  -0.31
C -5.94 6.92 -1.19  0.79
O -5.04 6.65 -1.94  -0.56
O -6.31 6.26 -0.11  -0.29
C -5.80 4.91 0.12  -0.64
H -6.42 8.74 -3.31  0.28
H -5.17 9.13 -2.25  0.32
H -6.71 9.93 -1.98  0.24
H -4.72 5.03 0.17  0.29
H -5.91 4.14 -0.64  0.28
H -6.13 4.40 1.02  0.27
C -5.89 -2.15 4.52  -0.67
O -6.34 -3.20 3.72  -0.28
C -7.41 -2.98 3.03  0.80
O -8.02 -1.91 2.91  -0.58
O -7.67 -4.18 2.48  -0.28
C -8.93 -4.40 1.91  -0.69
H -5.04 -2.60 5.03  0.24
H -6.62 -1.89 5.28  0.31
H -5.70 -1.20 4.02  0.30
H -8.81 -5.26 1.25  0.26
H -9.28 -3.60 1.26  0.31
H -9.76 -4.52 2.61  0.29
C -7.09 -1.56 -3.80  -0.63
O -8.35 -1.11 -4.25  -0.30
C -8.63 0.24 -4.32  0.83
O -7.72 1.14 -4.33  -0.62
O -9.89 0.44 -4.57  -0.30
C -10.39 1.62 -5.12  -0.65
H -6.91 -2.41 -4.46  0.24
H -7.04 -1.98 -2.80  0.25
H -6.29 -0.83 -3.94  0.33
H -10.14 1.70 -6.17  0.29
H -10.24 2.37 -4.35  0.31
H -11.47 1.53 -5.17  0.24

Summary:
Relative energy (zero: lowest compared OMol25 entry of this formula, charge and spin) (kJ/mol): 1007.6
Lowest unoccupied orbital energy (eV): -3.4
Maximum force (eV/Å): 5.33
Net charge: 0
Gap between HOMO and LUMO (Eh): 0.0950

---

ClH4N2OP | wB97M-V/def2-TZVPD

Last column: Mulliken charge in e.
Atoms and positions in Å:
N 1.54 -0.11 -0.03  -0.62
P 0.09 0.49 -0.69  0.38
O -0.36 1.63 0.38  -0.48
N -1.03 -0.74 -0.05  -0.37
Cl -2.72 -0.07 0.02  -0.11
H 1.42 -0.77 0.70  0.30
H 2.01 -0.72 -0.83  0.29
H 0.14 1.81 1.19  0.33
H -1.09 -1.51 -0.67  0.28

Summary:
SMILES string: NP(O)NCl
Relative energy (zero: lowest compared OMol25 entry of this formula, charge and spin) (kJ/mol): 267.6
Lowest unoccupied orbital energy (eV): 0.5
Maximum force (eV/Å): 3.86
Net charge: 0
Gap between HOMO and LUMO (Eh): 0.3478

---

C10H24N2P | wB97M-V/def2-TZVPD

Last column: Mulliken charge in e.
Atoms and positions in Å:
C 4.65 0.82 -1.10  -0.84
N 4.45 -0.53 -0.46  -0.25
C 3.52 -0.86 0.37  0.54
N 3.45 -2.10 0.89  -0.39
P 2.07 0.61 0.81  -0.11
C 0.58 0.43 -0.23  -0.51
C -0.61 1.14 0.43  0.03
C -0.38 2.70 0.34  -1.53
C -1.92 0.83 -0.42  -1.48
C -2.64 -0.53 -0.02  2.22
C -1.74 -1.68 0.31  -1.90
C -3.51 -0.97 -1.21  -1.77
C -3.50 -0.21 1.17  -1.84
H 3.89 0.90 -1.95  0.29
H 5.64 1.05 -1.41  0.35
H 4.38 1.49 -0.30  0.34
H 5.16 -1.17 -0.80  0.26
H 3.98 -2.78 0.41  0.21
H 2.65 -2.31 1.51  0.27
H 1.34 -0.31 1.69  0.03
H 0.35 -0.64 -0.59  0.27
H 0.80 1.04 -1.22  0.40
H -0.64 0.66 1.41  0.57
H -0.43 3.02 -0.72  0.35
H 0.60 3.07 0.63  0.43
H -1.26 3.08 0.82  0.44
H -1.69 0.90 -1.44  0.42
H -2.47 1.76 -0.15  0.51
H -1.06 -1.27 1.09  0.45
H -2.31 -2.41 0.86  0.49
H -1.10 -2.34 -0.36  0.27
H -2.92 -0.97 -2.16  0.41
H -3.86 -2.02 -1.08  0.37
H -4.30 -0.28 -1.37  0.43
H -4.22 0.56 0.75  0.39
H -3.92 -1.04 1.55  0.55
H -3.00 0.36 1.95  0.31

Summary:
SMILES string: C/[NH+]=C(/N)PC[C@@H](C)CC(C)(C)C
Relative energy (zero: lowest compared OMol25 entry of this formula, charge and spin) (kJ/mol): 271.9
Lowest unoccupied orbital energy (eV): -3.3
Maximum force (eV/Å): 4.91
Net charge: +1
Gap between HOMO and LUMO (Eh): 0.3552

---

C5H17N2O | wB97M-V/def2-TZVPD

Last column: Mulliken charge in e.
Atoms and positions in Å:
C -2.11 -0.51 1.24  -0.76
C -1.62 -0.27 -0.21  -0.43
C -0.39 -1.10 -0.54  -0.55
C 0.24 -0.63 -1.89  -0.62
C 1.05 0.67 -1.83  -0.78
N 2.11 0.93 -0.80  -0.25
N -1.27 0.28 2.17  -0.59
H -3.17 -0.21 1.18  0.32
H -2.10 -1.56 1.59  0.35
H -2.41 -0.43 -0.95  0.45
H -1.38 0.80 -0.26  0.21
H -0.73 -2.13 -0.68  0.31
H 0.40 -1.11 0.20  0.33
H 0.95 -1.36 -2.26  0.32
H -0.72 -0.66 -2.46  0.33
H 1.47 0.98 -2.82  0.47
H 0.57 1.69 -1.77  0.37
H 2.52 1.84 -1.00  0.38
H 1.86 0.81 0.27  0.27
H 2.92 0.28 -0.76  0.39
H -1.23 -0.23 3.05  0.29
H -1.76 1.12 2.46  0.22
H 0.76 0.52 2.01  0.37
H 2.34 -0.02 2.36  0.28
O 1.71 0.29 1.69  -0.69

Summary:
Relative energy (zero: lowest compared OMol25 entry of this formula, charge and spin) (kJ/mol): 111.6
Lowest unoccupied orbital energy (eV): -3.0
Maximum force (eV/Å): 3.89
Net charge: +1
Gap between HOMO and LUMO (Eh): 0.3835

---

C15H13Br9F2 | wB97M-V/def2-TZVPD

Last column: Mulliken charge in e.
Atoms and positions in Å:
C -4.89 1.81 0.21  -0.22
Br -6.14 3.22 -0.48  -0.05
Br -5.07 0.16 -0.90  0.01
Br -5.29 1.53 2.20  0.00
H -3.90 2.25 0.14  0.15
C 0.46 1.17 1.42  0.22
Br 1.46 1.65 -0.12  0.07
Br -1.46 1.49 1.02  0.01
Br 0.96 2.24 3.05  0.01
H 0.48 0.11 1.66  -0.16
C 4.15 -1.10 2.07  -0.38
Br 4.42 0.57 3.22  -0.03
Br 2.42 -1.92 2.43  0.05
Br 5.68 -2.35 2.54  -0.06
H 4.20 -0.79 1.02  0.43
F -0.82 -1.28 4.03  -0.26
C -1.52 -2.36 3.70  0.67
C -1.90 -3.22 4.72  -0.58
C -2.63 -4.38 4.35  -0.27
C -2.87 -4.68 3.05  -0.53
C -2.42 -3.83 2.02  -0.48
C -1.69 -2.61 2.34  -0.27
H -1.75 -2.75 5.67  0.40
H -3.07 -5.08 5.04  0.33
H -3.48 -5.53 2.75  0.37
H -2.59 -4.05 0.97  0.36
H -1.42 -1.86 1.61  0.29
F -0.08 2.05 -6.08  -0.29
C 1.15 2.32 -5.51  0.24
C 2.19 2.72 -6.35  -0.31
C 3.49 2.98 -5.83  -0.43
C 3.64 2.95 -4.46  -0.48
C 2.58 2.60 -3.58  -0.17
C 1.32 2.32 -4.10  -0.24
H 1.99 2.75 -7.41  0.38
H 4.36 3.27 -6.40  0.36
H 4.64 3.02 -4.05  0.33
H 2.86 2.48 -2.54  0.15
H 0.50 2.15 -3.41  0.39

Summary:
Relative energy (zero: lowest compared OMol25 entry of this formula, charge and spin) (kJ/mol): 65.6
Lowest unoccupied orbital energy (eV): -0.7
Maximum force (eV/Å): 2.99
Net charge: 0
Gap between HOMO and LUMO (Eh): 0.3217

---

C20H20N2O4S2 | wB97M-V/def2-TZVPD

Last column: Mulliken charge in e.
Atoms and positions in Å:
C -5.90 -1.66 4.42  -1.12
C -5.99 -0.24 3.90  -0.52
S -6.03 -0.28 2.07  1.27
O -6.07 1.08 1.60  -0.70
O -7.07 -1.18 1.65  -0.69
C -4.43 -0.99 1.64  -0.06
C -4.38 -2.33 1.28  -0.31
C -3.18 -2.95 0.97  -1.26
C -2.06 -2.15 1.04  0.83
O -0.75 -2.46 0.81  -0.43
C -0.10 -1.30 1.03  0.44
S 1.62 -1.31 0.86  -0.30
C 1.91 0.49 0.75  -0.82
C 1.89 0.89 -0.72  0.71
O 0.82 1.01 -1.29  -0.64
N 3.08 1.06 -1.34  0.26
C 3.22 1.43 -2.69  0.23
C 2.26 1.46 -3.68  -0.80
C 2.66 1.85 -4.96  -0.58
C 3.97 2.19 -5.23  -0.52
C 4.93 2.16 -4.23  -0.66
C 4.54 1.78 -2.96  0.65
C 5.36 1.67 -1.71  -0.90
C 4.42 0.92 -0.74  -0.20
C 4.80 -0.55 -0.65  -1.15
N -0.82 -0.29 1.38  -0.46
C -2.10 -0.78 1.40  0.33
C -3.32 -0.18 1.70  -0.61
H -6.00 -1.69 5.50  0.38
H -4.95 -2.11 4.14  0.29
H -6.70 -2.25 3.97  0.31
H -6.92 0.25 4.20  0.45
H -5.14 0.37 4.18  0.41
H -5.32 -2.88 1.24  0.51
H -3.12 -3.98 0.69  0.46
H 1.06 0.95 1.25  0.54
H 2.83 0.70 1.28  0.35
H 1.24 1.20 -3.48  0.51
H 1.92 1.88 -5.75  0.40
H 4.25 2.49 -6.23  0.38
H 5.95 2.43 -4.43  0.44
H 6.29 1.13 -1.86  0.43
H 5.60 2.67 -1.33  0.30
H 4.44 1.38 0.25  0.39
H 4.10 -1.11 -0.03  0.20
H 4.81 -0.99 -1.64  0.36
H 5.79 -0.65 -0.21  0.40
H -3.40 0.86 1.96  0.51

Summary:
SMILES string: CCS(=O)(=O)c1ccc2oc(SCC(=O)N3c4ccccc4C[C@@H]3C)nc2c1
Relative energy (zero: lowest compared OMol25 entry of this formula, charge and spin) (kJ/mol): 7.3
Lowest unoccupied orbital energy (eV): 0.4
Maximum force (eV/Å): 1.31
Net charge: 0
Gap between HOMO and LUMO (Eh): 0.3243

---

C21H30AlBr2CaF13LiN4O3P | wB97M-V/def2-TZVPD

Last column: Mulliken charge in e.
Atoms and positions in Å:
O 3.31 -1.24 1.13  -0.55
C 3.27 -1.64 -0.30  0.07
C 2.54 -3.12 -0.39  -1.00
C 0.95 -2.86 0.04  0.21
C 0.33 -3.26 1.53  -0.54
C -1.27 -2.92 1.87  -0.64
C -2.29 -2.18 0.78  0.65
N -3.69 -1.89 1.23  -0.40
C -4.48 -1.27 0.12  0.10
C -3.90 -0.94 -1.36  -0.78
N -2.49 -1.19 -1.80  -0.53
C -1.70 -1.82 -0.69  0.63
C -0.10 -2.17 -1.02  -0.50
C 4.79 -1.59 -0.90  0.56
F 5.58 -0.60 -0.08  -0.16
F 4.87 -1.08 -2.31  -0.20
F 5.54 -2.88 -0.80  -0.30
H 2.54 -0.57 1.20  0.37
H 2.58 -0.88 -0.90  0.38
H 2.95 -3.91 0.39  0.35
H 2.51 -3.58 -1.47  0.54
H 1.02 -3.77 2.33  0.29
H -1.73 -3.20 2.92  0.40
H -5.63 -1.02 0.33  0.28
H -4.66 -0.48 -2.16  0.39
H 0.31 -1.88 -2.10  0.30
Ca 4.07 -5.25 -0.95  1.16
F -3.77 1.89 1.57  -0.35
P -2.23 1.69 1.59  0.75
F -0.95 1.89 0.72  -0.36
F -1.34 1.94 2.85  -0.34
F -2.39 0.74 0.37  -0.02
F -2.45 0.46 2.51  -0.32
F -2.45 3.23 1.50  -0.31
N -5.20 4.84 -0.70  -0.51
C -4.50 5.40 0.32  -0.11
C -4.00 6.69 0.29  -0.45
C -4.21 7.46 -0.85  -0.18
C -4.92 6.91 -1.92  -0.39
C -5.39 5.61 -1.79  -0.23
H -4.36 4.77 1.19  0.39
H -3.45 7.09 1.13  0.36
H -3.82 8.47 -0.92  0.38
H -5.10 7.48 -2.82  0.36
H -5.95 5.14 -2.59  0.38
F 2.33 3.20 -3.73  -0.52
Al 3.75 2.43 -2.93  0.84
F 5.12 3.61 -2.89  -0.46
F 4.24 0.97 -3.85  -0.47
F 3.31 1.97 -1.25  -0.38
Li -4.35 -3.27 -2.21  0.87
O 4.66 -8.63 1.04  -0.88
H 4.04 -9.31 1.20  0.18
N -0.45 3.07 -2.61  -0.37
H -0.76 2.46 -3.37  0.38
H -0.61 2.61 -1.71  0.27
H 0.55 3.28 -2.72  0.31
H -0.98 3.95 -2.64  0.40
Br -6.42 -5.10 -0.47  -0.19
C -5.57 -6.86 -0.52  -0.51
C -5.02 -7.23 0.84  -0.57
Br -3.35 -6.29 1.20  -0.09
H -4.81 -6.82 -1.30  0.35
H -6.37 -7.55 -0.82  0.34
H -4.76 -8.29 0.86  0.32
H -5.70 -7.01 1.66  0.39
C 6.30 3.41 2.16  -1.25
C 7.01 2.31 2.96  0.63
C 6.59 0.94 2.43  -1.10
O 6.62 2.41 4.22  -0.66
H 5.20 3.34 2.23  0.29
H 6.59 4.41 2.50  0.33
H 6.56 3.34 1.09  0.33
H 8.08 2.41 2.71  0.21
H 5.50 0.77 2.51  0.19
H 7.09 0.12 2.97  0.37
H 6.85 0.84 1.37  0.28

Summary:
Lowest unoccupied orbital energy (eV): -3.6
Maximum force (eV/Å): 6.81
Net charge: 0
Gap between HOMO and LUMO (Eh): 0.0547

---

C25H28N4O4S | wB97M-V/def2-TZVPD

Last column: Mulliken charge in e.
Atoms and positions in Å:
O -0.88 -1.61 1.32  -0.78
C -1.19 -0.44 1.47  0.33
C -0.16 0.62 1.91  -1.29
N 0.43 1.23 0.73  0.65
C 1.70 0.72 0.25  -1.10
C 2.81 1.74 0.29  0.39
C 2.78 2.80 1.19  -0.21
C 3.82 3.71 1.22  -0.91
C 4.90 3.57 0.37  -0.41
C 4.94 2.51 -0.52  -0.82
C 3.90 1.60 -0.56  -0.11
C -0.30 2.19 0.12  0.34
O -1.37 2.56 0.57  -0.72
C 0.25 2.82 -1.15  -0.43
S -1.07 2.82 -2.42  -0.22
C -1.32 1.11 -2.53  0.34
N -2.24 0.47 -3.19  -0.53
N -2.01 -0.84 -2.98  -0.46
C -0.97 -0.95 -2.22  0.04
C -0.31 -2.16 -1.67  0.40
O 1.08 -1.99 -1.86  -0.42
C 1.94 -2.70 -1.07  0.40
C 1.58 -3.66 -0.13  -0.30
C 2.56 -4.28 0.61  -0.75
C 3.90 -3.97 0.44  -0.52
C 4.26 -3.02 -0.50  -0.58
C 3.29 -2.39 -1.25  -0.07
O -0.48 0.27 -1.88  0.11
N -2.40 0.06 1.24  0.00
C -3.53 -0.72 0.78  0.12
C -4.21 -0.05 -0.44  -0.49
C -5.68 0.10 -0.07  -0.80
C -5.66 0.24 1.45  -0.62
C -4.62 -0.80 1.86  -1.02
H 0.62 0.14 2.49  0.64
H -0.65 1.40 2.50  0.46
H 1.59 0.33 -0.77  0.28
H 1.97 -0.13 0.88  0.62
H 1.95 2.92 1.86  0.40
H 3.79 4.54 1.92  0.41
H 5.71 4.28 0.40  0.40
H 5.78 2.39 -1.18  0.42
H 3.93 0.77 -1.25  0.36
H 1.13 2.34 -1.56  0.26
H 0.45 3.88 -0.97  0.46
H -0.69 -3.04 -2.20  0.51
H -0.56 -2.23 -0.60  -0.28
H 0.55 -3.92 0.03  0.44
H 2.27 -5.03 1.34  0.39
H 4.66 -4.47 1.03  0.40
H 5.30 -2.78 -0.65  0.40
H 3.56 -1.65 -2.00  0.50
H -2.53 1.06 1.30  0.42
H -3.14 -1.71 0.54  0.51
H -3.76 0.93 -0.59  0.12
H -4.07 -0.62 -1.35  0.28
H -6.23 -0.80 -0.35  0.30
H -6.14 0.96 -0.56  0.39
H -6.63 0.06 1.90  0.42
H -5.33 1.24 1.73  0.25
H -4.21 -0.63 2.86  0.33
H -5.07 -1.80 1.85  0.36

Summary:
SMILES string: O=C(CN(Cc1ccccc1)C(=O)CSc1nnc(COc2ccccc2)o1)NC1CCCC1
Relative energy (zero: lowest compared OMol25 entry of this formula, charge and spin) (kJ/mol): 128.1
Lowest unoccupied orbital energy (eV): 0.5
Maximum force (eV/Å): 1.66
Net charge: 0
Gap between HOMO and LUMO (Eh): 0.3394

---

What did the fifth record say?
C15H13Br9F2 | wB97M-V/def2-TZVPD

Last column: Mulliken charge in e.
Atoms and positions in Å:
C -4.89 1.81 0.21  -0.22
Br -6.14 3.22 -0.48  -0.05
Br -5.07 0.16 -0.90  0.01
Br -5.29 1.53 2.20  0.00
H -3.90 2.25 0.14  0.15
C 0.46 1.17 1.42  0.22
Br 1.46 1.65 -0.12  0.07
Br -1.46 1.49 1.02  0.01
Br 0.96 2.24 3.05  0.01
H 0.48 0.11 1.66  -0.16
C 4.15 -1.10 2.07  -0.38
Br 4.42 0.57 3.22  -0.03
Br 2.42 -1.92 2.43  0.05
Br 5.68 -2.35 2.54  -0.06
H 4.20 -0.79 1.02  0.43
F -0.82 -1.28 4.03  -0.26
C -1.52 -2.36 3.70  0.67
C -1.90 -3.22 4.72  -0.58
C -2.63 -4.38 4.35  -0.27
C -2.87 -4.68 3.05  -0.53
C -2.42 -3.83 2.02  -0.48
C -1.69 -2.61 2.34  -0.27
H -1.75 -2.75 5.67  0.40
H -3.07 -5.08 5.04  0.33
H -3.48 -5.53 2.75  0.37
H -2.59 -4.05 0.97  0.36
H -1.42 -1.86 1.61  0.29
F -0.08 2.05 -6.08  -0.29
C 1.15 2.32 -5.51  0.24
C 2.19 2.72 -6.35  -0.31
C 3.49 2.98 -5.83  -0.43
C 3.64 2.95 -4.46  -0.48
C 2.58 2.60 -3.58  -0.17
C 1.32 2.32 -4.10  -0.24
H 1.99 2.75 -7.41  0.38
H 4.36 3.27 -6.40  0.36
H 4.64 3.02 -4.05  0.33
H 2.86 2.48 -2.54  0.15
H 0.50 2.15 -3.41  0.39

Summary:
Relative energy (zero: lowest compared OMol25 entry of this formula, charge and spin) (kJ/mol): 65.6
Lowest unoccupied orbital energy (eV): -0.7
Maximum force (eV/Å): 2.99
Net charge: 0
Gap between HOMO and LUMO (Eh): 0.3217

---

lowest unoccupied orbital energy of number 8 (C25H28N4O4S)?
0.5 eV

---

Which of these has the highest maximum force?
C21H30AlBr2CaF13LiN4O3P

---

Which formula does entry 7 have?
C21H30AlBr2CaF13LiN4O3P